(1)
Formula: C54H139N9O20
Source: the Open Molecules 2025 dataset
Level of theory: ωB97M-V/def2-TZVPD

Lowest unoccupied orbital energy in eV: 0.150
HOMO level in eV: -8.521
SMILES string: COCCNCCOC.COCCNCCOC.COCCNCCOC.COCCNCCOC.COCCNCCOC.COCCNCCOC.COCCNCCOC.COCCNCCOC.COCCNCCOC.O.O
HOMO-LUMO gap in eV: 8.7

Element x y z (Å)
1 C 4.753240 -3.756667 -2.982283
2 O 3.647840 -4.087747 -2.221723
3 C 2.350360 -4.345587 -2.973023
4 C 1.305220 -4.887017 -1.972543
5 N 0.752680 -3.793487 -1.079163
6 C -0.115040 -4.351377 0.021007
7 C -0.978240 -3.257577 0.653827
8 O -2.334530 -3.582807 0.634127
9 C -3.258650 -2.661047 1.306017
10 H 5.583800 -3.683597 -2.280193
11 H 4.656260 -2.820227 -3.531623
12 H 5.063730 -4.438247 -3.774213
13 H 2.500640 -5.154637 -3.687843
14 H 1.922640 -3.537117 -3.565913
15 H 1.889360 -5.680337 -1.506163
16 H 0.486680 -5.367257 -2.508693
17 H 0.301490 -3.080407 -1.634173
18 H 0.520630 -4.795697 0.786917
19 H -0.802420 -5.108227 -0.356853
20 H -0.863940 -2.315007 0.118477
21 H -0.780110 -3.024237 1.699967
22 H -2.815250 -2.270717 2.222067
23 H -4.189760 -3.177917 1.538357
24 H -3.448700 -1.790617 0.678057
25 C 2.778480 1.266243 -1.888193
26 O 2.723260 2.655303 -2.316943
27 C 3.103940 3.568323 -1.272213
28 C 2.825480 4.978253 -1.814383
29 N 1.408200 5.094833 -2.127903
30 C 0.697270 5.457093 -0.865203
31 C -0.769850 5.449133 -1.231983
32 O -1.068420 4.229983 -1.848553
33 C -2.496480 4.121033 -2.129133
34 H 2.719790 0.675693 -2.802473
35 H 1.873590 1.126303 -1.296823
36 H 3.721740 1.091633 -1.370623
37 H 4.113670 3.436423 -0.883443
38 H 2.497040 3.426113 -0.378053
39 H 3.352620 5.113533 -2.758793
40 H 3.057700 5.789143 -1.123993
41 H 1.156060 4.147233 -2.369963
42 H 0.973190 6.482313 -0.618433
43 H 0.969750 4.741783 -0.089193
44 H -1.019460 6.318673 -1.840013
45 H -1.422480 5.628433 -0.377563
46 H -2.755400 4.656823 -3.042363
47 H -3.118140 4.516033 -1.325633
48 H -2.804610 3.083043 -2.254543
49 C 8.482560 9.947663 -10.359953
50 O 8.714340 9.435243 -9.056963
51 C 7.745840 8.500723 -8.649503
52 C 7.972880 8.173333 -7.156683
53 N 9.182780 7.386783 -6.795093
54 C 9.462960 6.143843 -7.575353
55 C 8.510230 5.037703 -7.505393
56 O 8.519430 4.368153 -6.254343
57 C 7.524990 3.342733 -6.054893
58 H 9.191810 10.723413 -10.648523
59 H 7.485280 10.381723 -10.431533
60 H 8.636660 9.163173 -11.100853
61 H 7.879180 7.652903 -9.321463
62 H 6.732910 8.901543 -8.687223
63 H 7.050330 7.732313 -6.779203
64 H 8.072940 9.143003 -6.669013
65 H 9.027870 7.098223 -5.839663
66 H 10.410270 5.751853 -7.205173
67 H 9.719780 6.336483 -8.617003
68 H 8.772200 4.290053 -8.254043
69 H 7.522830 5.369403 -7.826513
70 H 6.556440 3.841793 -6.085693
71 H 7.656270 2.855803 -5.088573
72 H 7.642400 2.604843 -6.848513
73 C 1.439660 5.978763 -8.025393
74 O 0.898550 4.690813 -7.703513
75 C 0.148180 4.705663 -6.528193
76 C -0.260030 3.188703 -6.433683
77 N 0.744880 2.199253 -5.907673
78 C 0.308000 0.831573 -5.817223
79 C -0.870960 0.646393 -4.824543
80 O -0.945240 -0.703267 -4.409983
81 C -2.224370 -1.119467 -3.901983
82 H 0.753790 6.824203 -8.079233
83 H 1.900840 5.948953 -9.012583
84 H 2.207960 6.294433 -7.319573
85 H -0.667140 5.424153 -6.443653
86 H 0.854500 4.918403 -5.725733
87 H -0.462980 2.852923 -7.450623
88 H -1.125150 3.083543 -5.779023
89 H 0.935370 2.589003 -4.995583
90 H 1.095390 0.295083 -5.287793
91 H 0.240860 0.282863 -6.756643
92 H -1.783800 0.968403 -5.325653
93 H -0.668280 1.300183 -3.976263
94 H -2.205980 -2.205127 -3.806593
95 H -3.079820 -0.959927 -4.558373
96 H -2.374780 -0.625037 -2.942293
97 C 0.785970 -1.045747 8.791817
98 O 1.805600 -0.202517 8.383117
99 C 2.455900 -0.630757 7.122997
100 C 1.428780 -0.742757 5.974737
101 N 0.978660 0.644383 5.676237
102 C -0.033690 0.642413 4.610467
103 C -0.731580 2.039523 4.519087
104 O -1.413340 2.339243 5.755457
105 C -2.387990 3.339643 5.573877
106 H 1.227570 -2.041447 8.832807
107 H -0.159010 -1.068147 8.249017
108 H 0.415960 -0.717087 9.762997
109 H 3.016640 -1.535447 7.357977
110 H 3.252820 0.064463 6.859017
111 H 0.619490 -1.428857 6.224527
112 H 1.917180 -1.146657 5.087927
113 H 0.610910 1.029613 6.534397
114 H -0.835480 -0.031707 4.911767
115 H 0.317040 0.425913 3.601397
116 H -1.359240 2.055953 3.628097
117 H -0.011140 2.802213 4.223497
118 H -2.564570 3.916763 6.481537
119 H -3.308340 2.845013 5.263417
120 H -2.197960 4.079963 4.796757
121 C -9.391120 -3.654667 6.393537
122 O -9.537460 -2.518317 7.284587
123 C -10.804200 -2.401207 7.912077
124 C -10.810770 -1.294337 8.939957
125 N -10.427740 0.029453 8.425927
126 C -10.681500 1.117243 9.366397
127 C -10.357950 2.494813 8.703147
128 O -9.287690 2.390403 7.787867
129 C -8.866710 3.658803 7.306697
130 H -9.452660 -4.558077 7.000307
131 H -8.413450 -3.647237 5.911667
132 H -10.150880 -3.677507 5.612307
133 H -11.079300 -3.350857 8.370997
134 H -11.584420 -2.352167 7.152507
135 H -10.092130 -1.554027 9.717267
136 H -11.765430 -1.393457 9.456587
137 H -9.447320 0.057113 8.184837
138 H -10.134330 1.007863 10.302737
139 H -11.729110 1.205703 9.654077
140 H -9.975580 3.071543 9.545337
141 H -11.239660 2.945313 8.247357
142 H -8.642310 4.347123 8.121537
143 H -9.638150 4.069143 6.655087
144 H -7.962730 3.539953 6.709357
145 C -3.149810 -7.787847 3.360467
146 O -2.333610 -8.969947 3.353947
147 C -0.966180 -8.670067 3.125067
148 C -0.321710 -10.014907 2.731767
149 N 0.773400 -9.813947 1.768337
150 C 0.316970 -9.592477 0.410817
151 C 1.444430 -9.833907 -0.643823
152 O 1.053980 -9.501307 -1.973673
153 C 1.875010 -10.109767 -2.977893
154 H -2.790130 -6.969867 3.984687
155 H -4.218610 -7.935587 3.515147
156 H -3.085830 -7.322917 2.376677
157 H -0.545470 -8.186667 4.006787
158 H -0.885740 -7.917327 2.340847
159 H -1.013700 -10.713587 2.261567
160 H 0.110250 -10.436107 3.639567
161 H 1.242530 -10.698437 1.635267
162 H -0.126590 -8.605047 0.283017
163 H -0.461180 -10.325317 0.197407
164 H 1.778390 -10.869537 -0.580153
165 H 2.325810 -9.248237 -0.382563
166 H 1.539860 -9.798897 -3.967403
167 H 1.741900 -11.186037 -3.087463
168 H 2.910570 -9.788417 -2.866323
169 C -4.377160 -1.442307 8.876177
170 O -4.107690 -1.213027 10.279597
171 C -5.208340 -0.763487 11.078897
172 C -5.609000 0.659403 10.725197
173 N -4.567950 1.587673 11.167667
174 C -4.895480 2.986853 11.023887
175 C -6.099800 3.476623 11.878337
176 O -5.890410 3.389173 13.318897
177 C -6.913950 3.784003 14.155327
178 H -3.537370 -1.892777 8.347047
179 H -4.553020 -0.485687 8.384197
180 H -5.211200 -2.129197 8.732497
181 H -4.896170 -0.929647 12.109937
182 H -6.063440 -1.409917 10.881327
183 H -6.536270 0.838703 11.269377
184 H -5.743460 0.701093 9.644327
185 H -4.416640 1.471363 12.159457
186 H -5.198500 3.194683 9.997687
187 H -4.036270 3.624853 11.230837
188 H -6.965630 2.899113 11.554437
189 H -6.328080 4.495343 11.564987
190 H -6.645370 3.833903 15.210547
191 H -7.737220 3.080813 14.029457
192 H -7.198700 4.799823 13.881267
193 C 5.223060 -5.715327 -8.560503
194 O 6.211900 -4.672917 -8.692213
195 C 5.884060 -3.838187 -9.718333
196 C 6.777470 -2.573627 -9.649453
197 N 6.396810 -1.731257 -10.774693
198 C 7.390950 -0.704827 -10.972033
199 C 6.869160 0.281573 -12.051033
200 O 7.801740 1.344083 -12.221343
201 C 7.497190 2.267903 -13.261283
202 H 5.245490 -6.299907 -9.480213
203 H 4.199050 -5.358517 -8.450053
204 H 5.527560 -6.363437 -7.738713
205 H 4.859570 -3.489807 -9.587363
206 H 5.946720 -4.287017 -10.709653
207 H 7.813790 -2.874067 -9.803983
208 H 6.658880 -2.029307 -8.712573
209 H 5.488510 -1.385487 -10.499873
210 H 8.304270 -1.252317 -11.204803
211 H 7.582190 -0.116857 -10.074353
212 H 5.904310 0.743343 -11.841363
213 H 6.650420 -0.268937 -12.966013
214 H 7.280950 1.668793 -14.145823
215 H 8.377810 2.855503 -13.520793
216 H 6.776720 3.029793 -12.963723
217 O -8.707050 -0.512177 3.908147
218 H -8.697880 -0.996597 4.733667
219 H -9.451480 0.084193 3.988097
220 O 3.932590 -3.576767 1.102127
221 H 4.282600 -4.138657 0.410757
222 H 3.140030 -3.196077 0.723767

Cartesian forces (eV/Å) of the 3 atoms listed first:
C 0.84 0.55 -0.61
O -3.17 -0.60 -0.88
C 0.70 -0.59 1.09

(2)
Formula: C2H5NOS
Source: the Open Molecules 2025 dataset
Level of theory: ωB97M-V/def2-TZVPD

Lowest unoccupied orbital energy in eV: 0.069
HOMO level in eV: -8.779
SMILES string: CONC=S
HOMO-LUMO gap in eV: 8.8

Element x y z (Å)
1 C 1.647430 -0.883939 -0.209901
2 C -0.789330 0.854889 -0.138567
3 H 0.888065 -1.430926 -0.665024
4 H 2.295966 -0.547677 -0.996306
5 H 2.262167 -1.584558 0.273202
6 H 0.601997 2.282433 0.091420
7 H -1.355099 1.944226 -0.007505
8 N 0.539991 1.087010 -0.293263
9 O 1.192079 0.205024 0.597045
10 S -1.447392 -0.608654 0.041969

Cartesian forces (eV/Å) of the 3 atoms listed first:
C 1.27 0.98 -0.65
C -2.73 2.32 0.41
H -1.62 -0.64 -0.53